# 1
{"formula": "C20H31Cl2N3O3PS", "method": "wB97M-V/def2-TZVPD", "species": ["C", "C", "O", "O", "C", "C", "S", "C", "Cl", "C", "C", "Cl", "P", "C", "O", "H", "H", "H", "H", "H", "H", "H", "H", "H", "H", "H", "H", "H", "H", "H", "H", "N", "C", "C", "C", "C", "H", "H", "H", "H", "H", "N", "C", "C", "C", "C", "H", "H", "H", "H", "H", "N", "C", "C", "C", "C", "H", "H", "H", "H", "H"], "xyz": [[1.5544, 2.8564, 2.9140], [0.2832, 2.7049, 2.1361], [-0.4750, 3.6014, 1.8799], [-0.0148, 1.4080, 1.7452], [0.0490, 1.1623, 0.3520], [1.4947, 1.1979, -0.1835], [1.5332, 1.9607, -1.8349], [2.6207, 0.8373, -2.7684], [4.2997, 0.9294, -2.1840], [2.5374, 1.0096, -4.3104], [1.7770, 2.2174, -4.8420], [1.8474, -0.5048, -4.9550], [2.6567, 3.8527, -1.6835], [1.2576, 4.7229, -0.9192], [3.5200, 3.6050, -0.3343], [2.3884, 3.0425, 2.2281], [1.4618, 3.7032, 3.5929], [1.7776, 1.9381, 3.4619], [-0.6082, 1.8532, -0.1910], [-0.3541, 0.1571, 0.2082], [1.9054, 0.1933, -0.2987], [2.1787, 1.7581, 0.4541], [2.2641, -0.1549, -2.4901], [3.5653, 1.0669, -4.6710], [1.6189, 2.0716, -5.9132], [0.7914, 2.3432, -4.3922], [2.3834, 3.1225, -4.7352], [0.9216, 4.2418, 0.0035], [0.4346, 4.7459, -1.6395], [1.6102, 5.7347, -0.7059], [4.4640, 3.5162, -0.5382], [-0.3429, 0.7252, 5.8647], [0.2067, 0.1052, 4.7754], [1.3311, -0.5567, 5.1951], [1.4648, -0.3235, 6.5912], [0.4162, 0.4687, 6.9734], [-1.1781, 1.2809, 5.8540], [-0.2511, 0.1774, 3.8054], [1.9830, -1.1487, 4.5740], [2.2371, -0.7004, 7.2398], [0.1453, 0.8657, 7.9363], [-1.0726, -1.9365, -3.6300], [-0.8403, -3.2872, -3.6487], [-2.0280, -3.9178, -3.3955], [-3.0169, -2.9124, -3.2198], [-2.4000, -1.7021, -3.3732], [-0.3766, -1.2325, -3.7805], [0.1438, -3.6811, -3.8388], [-2.1753, -4.9830, -3.3404], [-4.0600, -3.0642, -3.0012], [-2.7891, -0.6994, -3.3203], [-3.9644, -5.5726, 0.6172], [-4.9306, -4.7508, 1.1276], [-4.5071, -3.4584, 0.9689], [-3.2347, -3.5053, 0.3360], [-2.9278, -4.8239, 0.1324], [-4.0092, -6.5744, 0.6024], [-5.8322, -5.1520, 1.5568], [-5.0494, -2.5785, 1.2716], [-2.6185, -2.6672, 0.0568], [-2.0674, -5.2893, -0.3164]], "forces_ev_per_a": [[-0.030, -0.317, 0.248], [-0.629, 0.601, 0.165], [0.464, -0.380, -0.240], [0.855, -0.164, -0.244], [-0.615, -0.091, -0.017], [0.100, -0.042, 0.062], [-0.470, -0.600, -0.124], [0.208, -0.081, 0.015], [-0.023, 0.062, -0.002], [0.140, 0.241, 0.148], [0.078, -0.063, -0.306], [-0.062, -0.039, -0.111], [0.159, 0.545, 0.151], [-0.009, -0.330, -0.183], [0.239, 0.044, -0.098], [-0.107, 0.073, -0.018], [0.058, -0.055, -0.092], [-0.055, 0.114, 0.028], [0.145, 0.059, 0.095], [-0.007, 0.157, 0.036], [0.016, 0.092, 0.006], [-0.052, 0.037, -0.015], [-0.007, 0.110, -0.042], [-0.145, -0.174, -0.003], [0.054, 0.038, 0.124], [0.062, -0.005, 0.016], [-0.160, -0.053, 0.170], [0.018, 0.196, -0.043], [0.029, 0.199, 0.112], [-0.137, -0.042, -0.010], [-0.083, -0.138, 0.142], [0.054, 0.024, -0.009], [-0.048, -0.013, 0.052], [0.037, 0.055, -0.027], [0.017, 0.007, -0.004], [-0.012, 0.021, -0.011], [-0.037, -0.031, 0.015], [-0.040, -0.055, -0.007], [-0.011, -0.028, 0.007], [0.001, -0.006, 0.004], [0.008, -0.003, 0.010], [-0.016, 0.007, 0.093], [0.007, 0.026, 0.055], [0.012, -0.008, 0.003], [-0.014, -0.001, -0.020], [0.045, 0.018, 0.047], [-0.001, 0.016, -0.142], [-0.003, -0.011, -0.017], [-0.010, -0.006, -0.014], [-0.001, -0.011, 0.018], [-0.020, 0.000, -0.024], [-0.001, 0.027, -0.003], [0.011, -0.024, -0.010], [0.012, 0.025, -0.001], [-0.003, 0.003, 0.044], [-0.004, -0.032, 0.022], [-0.003, -0.015, 0.001], [-0.007, 0.008, 0.006], [-0.007, 0.001, 0.002], [-0.006, -0.001, -0.046], [0.005, 0.013, -0.015]], "total_energy_ha": -2830.339034, "charge": 1, "e_lumo_ev": -3.66, "e_homo_ev": -9.682, "multiplicity": 1}

=====

# 2
{"formula": "C20H31CoGeN5O2S4Se", "method": "wB97M-V/def2-TZVPD", "species": ["Co", "C", "Ge", "C", "C", "C", "Se", "C", "H", "H", "H", "H", "H", "H", "H", "H", "H", "H", "H", "H", "H", "H", "C", "O", "C", "S", "S", "H", "H", "H", "C", "C", "N", "C", "C", "N", "C", "N", "N", "N", "C", "C", "C", "C", "C", "C", "H", "H", "H", "H", "H", "H", "H", "H", "H", "H", "H", "C", "O", "C", "S", "S", "H", "H", "H"], "xyz": [[14.7685, 7.1024, 8.4235], [8.6647, 6.3020, 6.5147], [9.2050, 7.2838, 8.1531], [8.2048, 9.0150, 8.2412], [8.6926, 6.1446, 9.6813], [11.1169, 7.6571, 8.2426], [12.3318, 6.3023, 7.6265], [12.2896, 6.6689, 5.6329], [7.7207, 5.7592, 6.6110], [9.4487, 5.5546, 6.3147], [8.6870, 6.8913, 5.5827], [7.2377, 8.8399, 7.7812], [8.7297, 9.8150, 7.6857], [7.9878, 9.2682, 9.2747], [7.9073, 6.5648, 10.3326], [9.5502, 5.8574, 10.3370], [8.2981, 5.1841, 9.2891], [11.4092, 7.8059, 9.3249], [11.3880, 8.6031, 7.7726], [11.2890, 6.3940, 5.2853], [13.0681, 6.0389, 5.1774], [12.5972, 7.7123, 5.5090], [19.4986, 6.5229, 7.7381], [18.3772, 6.3663, 6.8094], [17.1669, 6.7544, 7.3080], [16.9106, 7.6890, 8.6648], [15.7708, 6.1547, 6.5220], [20.4054, 6.4649, 7.0989], [19.4559, 5.7276, 8.4954], [19.4626, 7.5190, 8.2460], [15.4372, 9.5181, 5.4445], [14.7795, 10.0292, 6.6739], [14.1981, 9.2656, 7.6143], [13.6309, 10.1351, 8.5270], [13.9099, 11.4516, 8.2280], [14.6830, 11.3534, 7.0290], [14.9816, 12.5023, 6.1084], [16.1216, 13.2524, 6.6290], [15.9021, 14.6572, 6.8040], [17.0799, 15.1628, 7.1166], [18.0713, 14.2195, 6.9837], [19.4511, 14.2716, 7.0625], [20.2119, 13.1198, 6.8501], [19.6174, 11.9300, 6.4305], [18.2285, 11.8618, 6.2269], [17.4937, 12.9963, 6.5831], [16.4724, 9.2545, 5.6322], [15.4282, 10.2464, 4.6471], [14.9077, 8.6228, 5.0737], [13.0424, 9.8288, 9.3504], [13.6057, 12.3672, 8.7060], [14.1289, 13.2132, 6.1464], [15.1840, 11.9863, 5.1244], [19.9337, 15.2062, 7.2473], [21.3015, 13.1494, 6.9608], [20.2073, 11.0592, 6.2170], [17.7957, 10.9247, 5.8892], [13.9478, 6.2281, 13.3924], [14.5553, 5.5763, 12.2345], [14.6130, 6.1647, 11.0606], [14.0496, 7.6597, 10.6631], [15.0385, 5.2474, 9.7068], [13.9333, 5.4538, 14.1456], [12.9415, 6.6564, 13.2285], [14.5492, 7.0157, 13.7958]], "forces_ev_per_a": [[-1.495, 0.903, -1.462], [1.139, -0.057, -0.470], [-1.657, 0.116, -0.020], [0.583, -0.546, -0.325], [0.239, -0.859, 0.405], [0.738, 0.794, 1.142], [0.296, -0.307, -1.032], [0.567, -0.227, 1.121], [0.092, 0.298, 0.086], [-0.261, -0.149, 0.281], [-0.385, 0.119, 0.500], [-0.107, 0.004, -0.256], [-0.333, -0.288, 0.476], [0.302, 0.305, 0.089], [0.361, 0.039, -0.386], [-0.515, 0.363, -0.488], [0.167, 0.526, 0.162], [-0.437, -0.289, -0.978], [-0.066, -0.041, -0.210], [0.360, 0.347, -0.039], [-0.427, 0.037, 0.227], [-0.489, -0.158, -0.074], [0.448, 0.727, -0.326], [-1.598, 0.868, 1.617], [1.326, -1.329, -1.440], [1.483, 0.902, 0.596], [0.407, -0.030, -0.151], [-0.671, -0.117, 0.581], [0.061, 0.203, -0.367], [0.023, -0.816, -0.519], [-0.372, -0.507, -0.116], [-0.459, 0.397, 1.470], [0.054, 0.328, -0.189], [0.752, 1.601, -0.515], [0.723, -2.096, -1.522], [-1.109, 0.328, -0.034], [0.688, -0.929, 0.875], [-0.239, 1.262, -1.388], [3.664, -1.457, 1.456], [-2.289, 0.018, -0.976], [-0.744, -1.524, -0.713], [0.888, -0.170, 0.148], [0.090, 0.630, 0.020], [-1.498, 0.263, -0.239], [0.848, -0.130, 0.698], [-1.459, 0.146, 0.204], [0.164, -0.176, 0.056], [0.006, 0.118, -0.210], [0.307, 0.392, 0.304], [-0.312, -0.471, 0.573], [0.210, 0.083, -0.198], [0.559, -0.616, -0.464], [-0.309, 1.307, 0.898], [0.277, 0.415, 0.318], [-0.503, 0.147, -0.062], [0.258, -0.178, -0.052], [-0.126, 0.311, 0.050], [-0.400, -0.076, 0.041], [-0.030, 0.617, -0.156], [-0.930, -1.088, 0.724], [-0.296, 1.479, 0.549], [0.503, -1.473, 0.400], [-0.248, -0.247, -0.040], [0.455, -0.578, -0.435], [0.727, 0.537, -0.213]], "relative_energy_ev": 0.0000, "total_energy_ha": -8658.534821, "charge": 1, "e_lumo_ev": [-2.87, -5.00], "e_homo_ev": [-11.061, -11.247], "multiplicity": 5}

=====

# 3
{"formula": "C20H31DyO3", "method": "wB97M-V/def2-TZVPD", "species": ["O", "C", "C", "H", "H", "C", "H", "H", "C", "H", "H", "H", "C", "H", "H", "H", "Dy", "C", "C", "C", "H", "C", "C", "H", "H", "H", "H", "C", "C", "C", "H", "C", "C", "H", "H", "H", "H", "O", "C", "C", "H", "H", "C", "H", "H", "C", "H", "H", "H", "H", "C", "O", "H", "H", "H"], "xyz": [[0.0265, -0.4677, -1.7999], [0.1469, 0.8399, -2.6052], [0.2142, 0.2515, -3.9935], [1.0689, 1.3717, -2.3192], [-0.7341, 1.4796, -2.4436], [0.1963, -1.0618, -3.2196], [1.1434, 0.4162, -4.5535], [-0.6725, 0.3208, -4.6130], [1.5162, -1.7368, -3.5380], [2.3666, -1.0876, -3.3133], [1.5319, -1.8610, -4.6290], [1.5834, -2.7248, -3.0736], [-0.9833, -1.8691, -3.6951], [-1.9209, -1.3319, -3.6019], [-1.0630, -2.8176, -3.1859], [-0.8415, -2.0583, -4.7588], [-0.4302, -0.9732, 0.8673], [-2.4687, -1.4947, 3.1151], [-2.2045, -0.0981, 3.2210], [-2.4386, 0.4860, 1.9261], [-1.9243, 0.4000, 4.1506], [-2.8779, -0.5645, 1.0244], [-2.8485, -1.7847, 1.7695], [-3.1366, -2.7749, 1.3660], [-2.4139, -2.2189, 3.9327], [-2.4163, 1.5705, 1.7375], [-3.2199, -0.3927, -0.0234], [0.5188, -2.4679, 3.2639], [-0.2955, -3.2702, 2.4155], [0.3435, -3.3557, 1.1317], [-1.2022, -3.7836, 2.7016], [1.5535, -2.5547, 1.2010], [1.6023, -1.9799, 2.5131], [2.4134, -1.3691, 2.9166], [0.3750, -2.3493, 4.3376], [0.0533, -3.9932, 0.3141], [2.3545, -2.5400, 0.4724], [2.3468, 2.9583, -0.7291], [1.4301, 2.1258, 0.0362], [0.0387, 2.7441, 0.1353], [1.8596, 1.9054, 1.0075], [1.3750, 1.0666, -0.3648], [0.1762, 3.9904, -0.7315], [-0.3820, 2.9318, 1.0694], [-0.7000, 2.1257, -0.3642], [1.6814, 4.2385, -0.9585], [-0.3182, 4.8583, -0.3033], [-0.2235, 3.8564, -1.7523], [2.0595, 4.9793, -0.2331], [1.8116, 4.5767, -1.9833], [0.7992, 1.1161, 3.2706], [0.5081, 0.4641, 2.0483], [1.7173, 1.6849, 3.1917], [0.9226, 0.4271, 4.1067], [-0.0185, 1.7961, 3.5429]], "forces_ev_per_a": [[0.430, 0.894, -3.199], [-0.175, 1.408, 1.136], [-0.004, -0.271, 1.127], [-0.499, -0.274, 0.045], [0.347, -0.317, 0.268], [0.195, -0.893, -1.119], [-0.446, 0.148, 0.230], [0.027, 0.513, -0.037], [-0.134, -0.510, 0.533], [-0.063, -0.238, 0.349], [-0.088, -0.143, 0.248], [0.354, 0.150, 0.059], [-0.029, -0.304, 0.431], [-0.122, 0.164, 0.218], [-0.106, -0.397, 0.210], [0.077, -0.095, -0.014], [0.694, 0.814, 2.570], [-0.208, 0.948, -0.673], [-0.680, -0.882, -1.246], [-0.748, -0.390, 0.412], [0.020, -0.050, -0.524], [-0.386, 1.215, 0.379], [-0.316, -0.226, -0.184], [0.209, 0.767, 0.387], [0.119, 0.333, -0.437], [0.077, -0.741, -0.115], [0.196, -0.303, 0.983], [-0.245, -0.318, -0.663], [1.315, -0.198, -0.752], [0.617, 0.194, 1.069], [0.147, 0.055, -0.088], [-0.437, -0.382, 0.747], [0.540, -1.190, -0.443], [-0.407, -0.128, -0.328], [-0.158, 0.345, -0.430], [-0.077, -0.125, -0.120], [-0.153, 0.164, -0.045], [-1.749, 0.361, -0.224], [0.859, -1.558, 0.645], [0.535, 0.022, -2.623], [0.106, 0.534, 0.162], [0.286, 1.282, -0.189], [0.252, 0.647, -0.934], [0.019, 0.328, 1.854], [-0.126, -0.434, 0.038], [-0.267, -0.610, 1.109], [-0.005, 0.119, 0.003], [-0.289, -0.169, 0.527], [0.108, -0.213, -0.366], [0.559, -0.018, 0.028], [-0.758, -0.567, -1.091], [0.199, 0.501, 0.117], [0.354, 0.317, -0.074], [-0.010, -0.354, 0.033], [0.045, 0.074, 0.001]], "relative_energy_ev": 1.7956, "total_energy_ha": -1891.323096, "charge": 0, "e_lumo_ev": [0.21, 0.22], "e_homo_ev": [-6.862, -6.948], "multiplicity": 6}

=====

# 4
{"formula": "C20H31F9NOPdSi2", "method": "wB97M-V/def2-TZVPD", "species": ["Pd", "C", "N", "C", "C", "C", "C", "C", "C", "C", "C", "H", "H", "H", "H", "H", "H", "H", "H", "H", "H", "H", "H", "F", "C", "F", "F", "C", "O", "C", "F", "F", "F", "C", "F", "F", "F", "C", "Si", "C", "C", "C", "Si", "C", "C", "C", "H", "H", "H", "H", "H", "H", "H", "H", "H", "H", "H", "H", "H", "H", "H", "H", "H", "H", "H"], "xyz": [[-0.0265, -0.0516, -0.4085], [-0.7055, 0.6260, 2.6043], [0.2195, -0.2416, 1.8671], [0.0034, -1.6375, 2.2557], [1.6292, 0.1297, 2.1225], [2.5255, -0.3857, 1.0250], [3.8643, -0.7033, 1.2427], [4.6615, -1.1235, 0.1892], [4.1384, -1.2377, -1.0919], [2.8009, -0.9375, -1.3287], [2.0254, -0.5079, -0.2666], [-0.5330, 0.5354, 3.6820], [-1.7317, 0.3296, 2.3880], [-0.5538, 1.6602, 2.3059], [0.1440, -1.7488, 3.3360], [0.7092, -2.2797, 1.7346], [-1.0138, -1.9191, 2.0124], [1.9364, -0.2455, 3.1054], [1.6732, 1.2164, 2.1672], [4.2812, -0.6219, 2.2394], [5.6978, -1.3726, 0.3704], [4.7668, -1.5675, -1.9084], [2.3925, -1.0363, -2.3274], [-0.2319, -4.7806, -1.7040], [-0.1644, -3.4828, -1.4343], [0.2882, -2.8365, -2.5148], [0.7151, -3.3018, -0.4546], [-1.5463, -2.9204, -1.0241], [-1.4745, -1.6039, -0.6236], [-2.1685, -3.7812, 0.1621], [-3.0310, -3.0481, 0.8538], [-2.7949, -4.8441, -0.3195], [-1.2106, -4.2032, 0.9839], [-2.5725, -2.9523, -2.2223], [-2.5642, -4.1304, -2.8326], [-2.2420, -2.0179, -3.1122], [-3.7963, -2.6935, -1.7746], [-0.5451, 4.9199, -1.3960], [0.2377, 3.3137, -0.8305], [1.5470, 2.7883, -2.0728], [1.0519, 3.6871, 0.8192], [-1.1319, 1.9969, -0.6778], [-2.1680, 1.5288, -2.1899], [-3.7125, 0.6432, -1.6128], [-1.0392, 0.5564, -3.3489], [-2.7496, 3.0285, -3.1523], [0.2312, 5.6870, -1.3576], [-1.3529, 5.2362, -0.7360], [-0.9282, 4.8871, -2.4116], [2.5035, 3.2400, -1.8043], [1.2973, 3.1300, -3.0779], [1.7102, 1.7100, -2.1220], [1.5776, 4.6391, 0.7387], [1.7995, 2.9488, 1.0968], [0.3324, 3.7901, 1.6323], [-1.7042, 2.0633, 0.2507], [-3.5450, -0.1140, -0.8505], [-4.2461, 0.1777, -2.4399], [-4.3754, 1.4004, -1.1868], [-0.4061, -0.2149, -2.8915], [-0.3628, 1.2647, -3.8310], [-1.6061, 0.0528, -4.1328], [-3.1738, 3.7997, -2.5113], [-3.5392, 2.6895, -3.8265], [-1.9674, 3.4779, -3.7602]], "forces_ev_per_a": [[-0.365, 0.011, 0.216], [-0.015, 0.045, -0.003], [0.052, 0.022, -0.094], [0.044, -0.103, 0.048], [0.071, -0.001, -0.069], [-0.020, -0.008, -0.052], [-0.088, 0.071, 0.032], [0.011, -0.011, -0.002], [-0.033, 0.011, -0.043], [0.087, 0.056, 0.098], [-0.106, -0.125, -0.056], [-0.004, 0.007, -0.013], [0.010, 0.011, 0.000], [-0.004, 0.034, -0.002], [0.023, -0.008, -0.012], [-0.034, -0.006, 0.005], [-0.120, -0.073, -0.008], [-0.019, -0.018, -0.034], [0.031, 0.050, -0.010], [0.008, -0.002, 0.015], [0.016, -0.001, 0.000], [0.007, -0.006, -0.004], [-0.006, -0.012, 0.006], [-0.045, 0.051, 0.009], [0.144, -0.212, -0.178], [-0.092, 0.001, 0.034], [0.122, 0.117, 0.063], [-0.220, 0.147, 0.033], [0.390, -0.099, 0.187], [-0.092, -0.194, -0.004], [0.055, 0.099, -0.019], [0.071, 0.081, -0.024], [-0.039, 0.092, -0.005], [-0.111, -0.135, -0.273], [0.030, 0.167, 0.123], [-0.051, -0.080, 0.129], [0.123, -0.021, 0.018], [-0.032, -0.054, 0.064], [0.126, -0.053, 0.028], [-0.076, -0.031, 0.018], [-0.097, -0.095, -0.070], [0.047, 0.332, -0.226], [0.004, -0.095, -0.051], [0.108, 0.079, 0.031], [0.039, 0.050, 0.017], [0.011, -0.071, 0.064], [0.037, 0.032, 0.011], [-0.036, 0.016, 0.036], [-0.006, -0.025, -0.046], [0.022, 0.044, -0.001], [-0.035, 0.009, -0.046], [0.004, -0.003, 0.045], [0.019, 0.069, -0.040], [0.083, -0.124, 0.036], [-0.036, -0.003, 0.044], [0.002, -0.008, 0.015], [0.035, -0.060, 0.051], [-0.025, -0.028, -0.093], [-0.037, -0.015, 0.027], [-0.007, -0.022, 0.012], [0.040, 0.012, 0.001], [-0.024, 0.071, -0.012], [-0.036, 0.023, 0.042], [-0.029, -0.010, -0.039], [0.066, 0.006, -0.030]], "relative_energy_ev": 0.3206, "total_energy_ha": -2516.019541, "charge": 1, "e_lumo_ev": [-1.85, -7.57], "e_homo_ev": [-11.700, -12.152], "multiplicity": 5}